(1)
Here is C10H36O8 as an isolated structure at a distorted geometry from the OMol25 dataset. Energies are from ωB97M-V/def2-TZVPD.

As for the HOMO energy: -9.4655 eV. As for the energy above the lowest of the compared OMol25 structures with the same formula, charge and spin: 860.8 kJ/mol. The LUMO energy is 0.01361 hartree. Its max |F| is 14.6 eV Å⁻¹. For the frontier orbital gap, the calculation gives 9.84 eV. Its total energy is -27324.83970 eV.

Each line ends with the Mulliken charge.
Geometry (Å):
C (2.608, 1.010, 2.458)  -0.33
O (1.330, 1.263, 2.988)  -0.59
H (2.424, 0.307, 1.615)  0.04
H (2.970, 0.388, 3.111)  0.31
H (3.039, 1.957, 2.233)  0.21
H (1.539, 2.192, 3.326)  0.35
C (0.124, -4.595, 0.463)  -0.64
O (0.440, -3.890, 1.654)  -0.55
H (-0.084, -4.023, -0.433)  0.20
H (-0.826, -5.039, 0.703)  0.35
H (0.716, -5.438, 0.230)  0.31
H (0.020, -4.242, 2.487)  0.32
C (2.314, 4.070, 0.747)  -0.37
O (2.951, 3.969, -0.551)  -0.58
H (1.479, 3.248, 0.797)  0.00
H (1.850, 4.994, 0.628)  0.34
H (3.108, 3.874, 1.511)  0.29
H (3.580, 3.104, -0.530)  0.29
C (-2.886, 2.018, -1.593)  -0.33
O (-2.532, 2.567, -0.308)  -0.55
H (-2.891, 0.974, -1.755)  0.18
H (-2.188, 2.580, -2.257)  0.04
H (-3.925, 2.288, -1.985)  0.28
H (-2.246, 1.782, 0.229)  0.40
C (2.686, -2.344, -0.846)  -0.61
O (2.633, -2.628, 0.584)  -0.44
H (3.584, -2.825, -1.195)  0.31
H (2.896, -1.288, -0.873)  0.21
H (1.903, -2.878, -1.302)  0.31
H (1.861, -2.796, 0.726)  0.24
C (0.102, 4.129, -2.567)  -0.41
O (1.479, 4.424, -2.965)  -0.52
H (0.037, 4.269, -1.519)  0.20
H (-0.097, 2.983, -2.651)  0.09
H (-0.775, 4.725, -3.060)  0.28
H (1.962, 4.319, -2.227)  0.39
C (-4.157, -4.034, -0.166)  -0.35
O (-4.741, -2.748, 0.100)  -0.44
H (-4.479, -4.756, 0.700)  0.31
H (-3.082, -3.986, -0.140)  -0.05
H (-4.523, -4.392, -1.081)  0.25
H (-5.081, -2.988, 0.934)  0.31
C (-1.375, -1.291, 0.088)  -1.22
C (-0.357, -0.190, 0.572)  0.81
C (0.316, 0.515, -0.682)  -1.38
O (-1.023, 0.757, 1.347)  -0.57
H (-2.292, -0.797, -0.299)  0.25
H (-1.729, -1.801, 0.908)  0.47
H (-0.714, -1.959, -0.527)  0.06
H (0.614, -0.825, 1.258)  -0.02
H (-0.186, 0.927, -1.400)  0.61
H (0.939, -0.223, -1.142)  0.30
H (0.943, 1.291, -0.345)  0.12
H (-0.282, 1.027, 1.999)  0.49



(2)
Here is C10H37BKO11 as an isolated structure at a distorted geometry from the OMol25 dataset. Energies are from ωB97M-V/def2-TZVPD.

As for the HOMO energy (spin up / spin down): -3.4954 / -9.4399 eV. The LUMO energy (spin up / spin down) is -0.03387 / -0.03554 hartree. Its max |F| is 4.2 eV Å⁻¹. For the frontier orbital gap (spin up / spin down), the calculation gives 2.57 / 8.47 eV. Its spin multiplicity is 2. Its total energy is -50483.64152 eV.

Each line ends with the Löwdin spin population.
Geometry (Å):
O (0.028, 2.350, -0.465)  0.30
H (-0.008, 1.506, -0.010)  0.03
H (0.748, 2.246, -1.091)  0.17
H (-0.785, 2.560, -0.931)  0.11
K (1.389, -2.518, 2.258)  0.02
B (0.133, -0.255, 0.429)  0.06
H (0.167, 0.533, 1.165)  0.01
H (1.129, -0.258, 0.013)  0.01
H (-0.096, -1.173, 0.949)  0.00
H (-0.573, -0.006, -0.347)  0.02
C (-3.616, -0.066, 1.927)  0.00
C (-3.070, -1.440, 2.260)  0.00
O (-1.730, -1.391, 2.651)  0.00
O (-3.288, 0.127, 0.485)  0.01
H (-3.040, 0.688, 2.463)  0.00
H (-4.671, 0.029, 2.186)  0.00
H (-3.408, -2.184, 1.538)  0.00
H (-3.536, -1.786, 3.182)  0.00
H (-1.224, -1.322, 1.838)  0.00
H (-2.350, 0.305, 0.389)  0.01
C (2.880, -1.867, -2.687)  0.01
C (3.801, -2.971, -2.289)  0.00
O (3.724, -4.113, -3.070)  0.00
O (3.001, -0.741, -1.803)  0.06
H (1.880, -2.269, -2.850)  0.00
H (3.108, -1.575, -3.712)  0.00
H (3.598, -3.321, -1.277)  0.00
H (4.756, -2.490, -2.502)  0.00
H (4.271, -3.968, -3.846)  0.00
H (2.447, -0.020, -2.110)  0.05
C (-2.128, -1.406, -3.964)  0.00
C (-3.069, -0.602, -3.045)  0.01
O (-3.812, 0.317, -3.834)  0.01
O (-2.675, -2.714, -4.319)  0.00
H (-1.255, -1.554, -3.328)  0.00
H (-1.909, -0.944, -4.927)  0.00
H (-2.639, 0.000, -2.244)  0.01
H (-3.795, -1.179, -2.472)  0.00
H (-3.955, -0.156, -4.657)  0.00
H (-3.180, -2.580, -5.124)  0.00
C (-1.826, 4.034, 2.306)  0.01
C (-0.760, 3.096, 3.033)  0.01
O (-1.009, 3.151, 4.452)  0.00
O (-3.035, 3.443, 1.996)  0.01
H (-1.334, 4.408, 1.408)  0.01
H (-2.078, 4.871, 2.957)  0.00
H (0.261, 3.200, 2.667)  0.00
H (-1.052, 2.078, 2.778)  0.00
H (-1.812, 2.664, 4.650)  0.00
H (-3.683, 4.105, 2.247)  0.00
C (3.754, 1.035, 1.414)  0.01
C (4.204, -0.473, 1.320)  0.00
O (4.398, -1.220, 2.433)  0.00
O (2.462, 1.089, 1.863)  0.02
H (3.844, 1.345, 0.372)  0.01
H (4.356, 1.584, 2.137)  0.00
H (5.146, -0.518, 0.774)  0.00
H (3.628, -1.020, 0.574)  0.00
H (5.348, -1.264, 2.563)  0.00
H (1.935, 0.602, 1.224)  0.00



(3)
Here is C10H37HgN2Si4Te as an isolated structure at a distorted geometry from the OMol25 dataset. Energies are from ωB97M-V/def2-TZVPD.

As for the HOMO energy: -2.3755 eV. Its charge is -1. The LUMO energy is 0.09042 hartree. Its max |F| is 3.0 eV Å⁻¹. For the frontier orbital gap, the calculation gives 4.84 eV. Its total energy is -56929.75637 eV.

Each line ends with the Mulliken charge.
Geometry (Å):
C (-1.954, 0.489, -1.367)  -1.13
Hg (-0.185, 1.001, -0.456)  0.79
N (1.576, 0.300, 0.903)  -0.64
N (1.386, -0.842, -2.049)  -0.69
H (1.364, -0.506, 1.478)  0.15
H (-0.367, 2.851, -0.910)  -0.32
H (-2.557, 1.303, -0.844)  0.19
H (-2.583, -0.486, -1.487)  0.23
H (-1.718, 0.943, -2.366)  0.25
H (1.581, -1.712, -1.510)  0.23
H (2.276, -0.498, -2.421)  0.23
H (0.831, -1.116, -2.869)  0.23
H (2.329, 0.020, 0.233)  0.32
H (1.923, 1.112, 1.420)  0.17
C (-2.384, 2.551, 4.372)  -1.02
Si (-2.252, 0.758, 4.935)  0.63
C (-1.931, 0.816, 6.827)  -1.09
C (-3.924, -0.139, 4.833)  -1.18
Si (-0.017, -0.159, 4.516)  0.00
Te (-1.487, -0.442, 2.620)  -0.85
Si (1.770, 1.257, 5.085)  0.65
C (1.811, 1.411, 6.946)  -1.03
C (3.401, 0.566, 4.447)  -0.97
C (1.461, 2.956, 4.274)  -1.11
Si (0.254, -2.351, 5.309)  0.39
C (0.367, -2.311, 7.174)  -1.10
C (-1.185, -3.438, 4.750)  -1.04
C (1.844, -2.973, 4.510)  -1.06
H (-3.360, 2.932, 4.711)  0.33
H (-2.340, 2.661, 3.280)  0.28
H (-1.601, 3.179, 4.819)  0.23
H (-2.861, 1.199, 7.277)  0.46
H (-1.729, -0.170, 7.267)  0.08
H (-1.116, 1.494, 7.109)  0.15
H (-4.248, -0.330, 3.799)  0.30
H (-3.894, -1.094, 5.383)  0.26
H (-4.675, 0.513, 5.311)  0.35
H (1.840, 0.440, 7.448)  0.16
H (2.716, 1.962, 7.236)  0.41
H (0.956, 1.957, 7.353)  0.31
H (3.428, 0.462, 3.352)  0.14
H (4.216, 1.238, 4.760)  0.38
H (3.610, -0.423, 4.872)  0.29
H (1.193, 2.863, 3.204)  0.26
H (0.646, 3.503, 4.780)  0.29
H (2.390, 3.552, 4.356)  0.40
H (-0.559, -1.967, 7.646)  0.27
H (0.555, -3.335, 7.523)  0.42
H (1.185, -1.680, 7.535)  0.22
H (-1.430, -3.288, 3.688)  0.27
H (-0.898, -4.492, 4.893)  0.35
H (-2.093, -3.241, 5.338)  0.25
H (1.802, -2.901, 3.414)  0.23
H (2.730, -2.422, 4.850)  0.28
H (1.974, -4.033, 4.774)  0.39